Entry 1:
10
Properties=species:S:1:pos:R:3 method="wB97M-V/def2-TZVPD" total_energy_ha=-172.2447 molar_mass_g_mol=49.07 homo_energy_ev=-9.8 gap_ev=10.6 smiles=CN.O relative_energy_kcal_mol=21.01
C -0.9966 1.2025 -0.4467
H 2.5063 -2.8868 -0.8820
H 1.4175 -1.9588 0.0666
H -0.0312 1.4010 1.4645
H -1.2070 0.1334 1.1815
H -1.5594 0.5146 -1.0453
H -1.7302 1.9571 -0.0298
H -0.2760 1.6442 -1.1894
N -0.3242 0.5910 0.7900
O 2.2009 -2.5982 0.0905

Entry 2:
11
Properties=species:S:1:pos:R:3 method="wB97M-V/def2-TZVPD" total_energy_ha=-247.4577 molar_mass_g_mol=65.07 homo_energy_ev=-10.4 gap_ev=10.9 smiles="C=N.O.O" relative_energy_kcal_mol=38.67
C 0.5358 0.0792 1.5056
N 0.1866 -1.1429 2.0003
H 1.4534 0.6065 2.0275
H -0.1066 0.7872 0.9234
H 0.6856 -1.2360 2.8912
H 1.8900 -1.8953 -0.7833
H 0.4250 -1.6410 -0.3982
O 0.9119 -1.9709 -1.1406
H -0.9976 3.1960 -2.2120
H -2.3617 2.6049 -2.3387
O -1.6006 2.6087 -1.7525

Entry 3:
13
Properties=species:S:1:pos:R:3 method="wB97M-V/def2-TZVPD" total_energy_ha=-398.0277 molar_mass_g_mol=97.07 homo_energy_ev=-10.1 gap_ev=10.6 smiles="NC(=O)O.O.O" relative_energy_kcal_mol=22.99
N 0.2512 0.0197 1.0961
C 0.4617 -1.0555 1.8400
O 0.8091 -0.5445 3.0792
O 0.4048 -2.2637 1.5841
H -0.0994 -0.0563 0.1228
H 0.2542 0.9262 1.5986
H 1.0558 -1.2796 3.7080
H 1.3872 -0.3303 -2.4468
H 1.6215 0.9394 -3.0622
O 1.4745 0.5171 -2.2447
H -3.0280 0.4643 -1.5922
H -2.4116 1.7382 -2.1452
O -2.1809 0.9251 -1.5377

Entry 4:
10
Properties=species:S:1:pos:R:3 method="wB97M-V/def2-TZVPD" total_energy_ha=-495.2046 molar_mass_g_mol=65.14 homo_energy_ev=-9.1 gap_ev=10.2 smiles=CN.S relative_energy_kcal_mol=14.11
S -1.9105 -1.6485 0.5872
H -2.6097 -1.2799 1.6525
C 0.8905 1.0022 -0.0075
N 0.4450 -0.1801 -0.7584
H 0.1225 1.7715 0.0584
H 1.8158 1.3847 -0.4410
H 1.0787 0.7176 1.0249
H -1.3430 -0.5907 -0.0443
H 0.7128 -0.1469 -1.7330
H 0.7980 -1.0299 -0.3388

Entry 5:
10
Properties=species:S:1:pos:R:3 method="wB97M-V/def2-TZVPD" total_energy_ha=-192.4839 molar_mass_g_mol=51.07 homo_energy_ev=-17.8 gap_ev=13.9 relative_energy_kcal_mol=1.86 charge=+1
O -0.1981 1.9624 -0.3922
H -0.3256 2.7187 0.1919
H 0.0595 2.3167 -1.2605
H 0.2719 0.5865 -0.1971
C -0.2400 -1.4416 0.5626
O 0.3704 -0.4409 -0.3485
H -0.9081 -0.8947 1.1937
H -0.7746 -2.1507 -0.0677
H 0.5534 -1.9454 1.0990
H 1.1913 -0.7108 -0.7812

Entry 6:
14
Properties=species:S:1:pos:R:3 method="wB97M-V/def2-TZVPD" total_energy_ha=-1620.0658 molar_mass_g_mol=174.26 homo_energy_ev=-9.1 gap_ev=8.7 smiles="C[SiH2]SP(O)(O)=S" relative_energy_kcal_mol=17.92
C 0.1360 -1.7457 1.2905
O 1.8091 2.6522 -2.1653
O -0.3160 3.6290 -1.6733
Si -0.1453 -0.8157 -0.3591
P 0.3732 2.1467 -1.6958
S -0.6369 1.0596 -2.9325
S 0.5294 1.5818 0.2358
H -0.3280 -1.2409 2.1112
H -0.4544 -2.6534 1.2402
H 1.2743 -1.9825 1.2917
H 2.1082 3.3772 -1.6657
H -1.2002 3.6281 -2.1573
H 0.3774 -1.8051 -1.3942
H -1.4878 -0.1750 -0.4371

Entry 7:
11
Properties=species:S:1:pos:R:3 method="wB97M-V/def2-TZVPD" total_energy_ha=-268.0172 molar_mass_g_mol=67.06 homo_energy_ev=-4.1 gap_ev=8.5 relative_energy_kcal_mol=13.91 charge=-1
C -0.6647 1.1371 -0.4875
O 0.1806 0.0850 -0.3420
H -1.6919 0.6638 -0.7985
H -0.4595 1.9856 -1.2045
H -0.7490 1.5010 0.5319
H 1.1864 0.3385 0.8274
H 1.3227 1.5533 1.7546
O 1.6275 0.6352 1.7640
H -1.3549 -1.6206 -1.7444
H -0.5810 -1.0422 -0.5575
O -1.0187 -1.9954 -0.9075

Entry 8:
12
Properties=species:S:1:pos:R:3 method="wB97M-V/def2-TZVPD" total_energy_ha=-1141.5358 molar_mass_g_mol=127.99 homo_energy_ev=-8.8 gap_ev=9.6 smiles=COP(P)#[PH2] relative_energy_kcal_mol=0.00
C 1.1514 0.3646 1.9287
O 0.8464 -0.0687 0.5787
P -1.8013 0.8607 -1.0882
P 0.3022 -1.4150 -1.9268
P -0.6111 -0.7572 -0.0096
H 0.6678 -0.2199 2.7841
H 0.9815 1.4010 2.1629
H 2.2137 0.1353 1.9880
H -0.6909 1.2658 -1.8527
H -1.8247 1.7930 0.0370
H -0.7919 -0.8082 -2.7550
H -0.4433 -2.5514 -1.8471

Entry 9:
11
Properties=species:S:1:pos:R:3 method="wB97M-V/def2-TZVPD" total_energy_ha=-1066.2774 molar_mass_g_mol=111.99 homo_energy_ev=-8.2 gap_ev=8.8 smiles=CP(P)#[PH2] relative_energy_kcal_mol=14.24
C -0.1502 -1.5376 0.3160
P -1.6320 1.1355 0.2922
P 1.6991 1.0430 0.3475
P 0.0511 0.0352 -0.7987
H 0.6080 -2.2502 -0.1246
H -1.0876 -2.0876 -0.0125
H 0.1122 -1.3944 1.2800
H -2.8510 0.7086 0.0084
H -1.5117 2.0567 -0.6160
H 2.8416 0.3070 0.0110
H 1.9205 1.9838 -0.7035

Entry 10:
17
Properties=species:S:1:pos:R:3 method="wB97M-V/def2-TZVPD" total_energy_ha=-1613.8091 molar_mass_g_mol=184.06 homo_energy_ev="-12.1 / -12.1" multiplicity=4 gap_ev="7.8 / 7.7" relative_energy_kcal_mol=7.90 charge=+1 s_squared=3.777
Cr -0.1098 -0.0535 0.1025
C -1.1988 -0.5885 1.9775
O -1.6738 0.0745 0.9375
O -2.1338 -1.1525 2.7245
O -0.1418 -1.1435 1.5605
O -0.6928 -1.4675 -1.0935
H -1.5518 -1.9325 -0.9845
H -0.2058 -1.8745 -1.8265
O -0.1028 1.1905 -1.4645
H -0.8518 1.7395 -1.5785
H 0.3312 1.5575 -2.2675
O 1.7492 -0.5115 -0.3795
H 2.5072 0.0555 -0.5185
H 1.9772 -1.3995 -0.7075
O 0.5362 1.5105 1.0315
H 1.1592 1.5755 1.7685
H 0.4032 2.4195 0.7175